[1]
# C7H4

A structure of composition C7H4 at a distorted geometry (ωB97M-V/def2-TZVPD, the Open Molecules 2025 dataset).

Each line ends with the natural charge from an NBO analysis.
Geometry (Å):
1 C -1.0166 1.4994 0.1987  -0.121
2 C 0.2124 1.0513 -0.3345  0.047
3 C 0.0218 -2.1409 0.8917  -0.279
4 C 0.4102 -1.5119 -0.0972  -0.101
5 C 0.6845 0.5123 -1.5231  -0.290
6 C 0.4688 -0.7801 -1.1968  -0.121
7 C -0.1494 0.8752 1.0058  -0.087
8 H 0.0987 -2.7511 1.6685  0.209
9 H 0.9432 1.1161 -2.3514  0.221
10 H -2.0200 1.6864 -0.1414  0.246
11 H 0.3465 0.4432 1.8797  0.274

Summary:
Energy relative to the best compared isomer or geometry (same formula, charge and spin) = 82.0 kcal per mole
Max |F| = 4.340 eV/A
Orbital gap = 7.4341 eV
LUMO energy = 0.0180 Eh

***

[2]
# C7H40O13

A cluster of 14 separate species, C7H40O13 in total at a distorted geometry (ωB97M-V/def2-TZVPD, the Open Molecules 2025 dataset).

Each line ends with the natural charge from an NBO analysis.
Geometry (Å):
1 O 1.5098 -3.6287 1.4243  -0.948
2 O 3.8198 -1.5439 0.2762  -1.019
3 O -1.0612 -1.8201 3.4009  -0.950
4 O -4.7640 -0.3834 0.9240  -0.960
5 O 2.6887 2.4749 1.9494  -0.953
6 O 2.2929 -3.0172 -2.1934  -0.945
7 O -4.0457 -0.2464 -1.8060  -0.973
8 O 0.6551 0.0737 2.7750  -0.972
9 O 3.7145 0.1288 2.3667  -0.960
10 O 2.0264 0.0411 -1.0184  -0.983
11 O -1.6833 -1.9791 -3.3537  -0.951
12 O 0.1263 0.5055 -2.8108  -0.992
13 O 1.4189 -1.2279 -4.1620  -0.952
14 C -1.9259 -0.9029 -0.3861  -0.159
15 C -0.1490 4.0085 -0.1766  -0.632
16 C -1.9204 1.2585 0.8499  -0.417
17 C -1.4897 0.5161 -0.4288  -0.452
18 C -1.0654 -1.9247 -0.4541  -0.438
19 C 0.0720 2.9079 0.8767  -0.430
20 C -1.2094 2.4203 1.6135  -0.400
21 H -1.7931 0.9971 -1.3438  0.213
22 H 0.3129 4.9865 -0.0233  0.219
23 H 0.7928 0.9080 2.3339  0.460
24 H 1.3963 -2.6814 -2.4673  0.489
25 H -1.2448 -3.0057 -0.6082  0.199
26 H -2.0751 0.4380 1.6221  0.206
27 H -0.1657 -0.3519 2.5756  0.503
28 H -0.8799 2.1396 2.6031  0.208
29 H -1.3544 -1.2240 -2.8525  0.486
30 H -0.3034 0.5731 -0.4993  0.196
31 H 2.3836 2.2831 2.8584  0.474
32 H 3.1674 -0.1383 3.1291  0.492
33 H -2.8809 -1.1866 -0.0291  0.203
34 H 0.5759 -0.7456 -4.0436  0.498
35 H -2.0082 3.2053 1.6654  0.215
36 H 2.0576 -0.5950 -3.8373  0.447
37 H 0.6398 0.4675 -1.9832  0.508
38 H 0.0187 -1.8103 -0.5710  0.184
39 H 1.9820 -3.0292 0.8381  0.478
40 H -2.9769 1.5522 0.6812  0.206
41 H 3.1874 3.3377 2.0651  0.498
42 H 2.5055 -0.4395 -0.3175  0.508
43 H 2.4518 -2.4731 -1.4141  0.451
44 H -4.3957 0.4373 -2.3737  0.492
45 H 2.1749 -4.3048 1.6012  0.470
46 H -0.2586 1.3829 -2.8014  0.476
47 H 4.0034 -0.8374 0.9408  0.526
48 H 0.6573 3.2549 1.7628  0.207
49 H -4.4582 -0.0490 0.0706  0.492
50 H 0.7019 2.1207 0.4366  0.213
51 H 2.6579 -0.0298 -1.7483  0.475
52 H 0.4257 3.8307 -1.0936  0.204
53 H 2.9874 0.6694 1.9708  0.490
54 H -1.2300 4.0905 -0.4510  0.207
55 H -1.3096 -1.9306 2.4740  0.477
56 H -0.6838 -2.6726 3.6563  0.487
57 H 4.4358 -1.6607 -0.4531  0.493
58 H -1.5472 -2.6998 -2.7386  0.465
59 H -4.1100 -1.1371 -2.1681  0.506
60 H -4.8511 -1.3331 0.8665  0.464

Summary:
Energy relative to the best compared isomer or geometry (same formula, charge and spin) = 55.4 kcal per mole
Max |F| = 3.754 eV/A
Orbital gap = 9.6726 eV
LUMO energy = 0.0001 Eh

***

[3]
# C7H41NO12

A cluster of 13 separate species, C7H41NO12 in total at a distorted geometry (ωB97M-V/def2-TZVPD, the Open Molecules 2025 dataset).

Each line ends with the natural charge from an NBO analysis.
Geometry (Å):
1 O 1.6689 -3.7001 -1.7468  -0.962
2 O -0.0157 -2.3940 2.7225  -1.007
3 O -0.2193 4.0490 -1.9866  -0.986
4 O 3.4278 0.9174 -2.4764  -0.951
5 O 2.4315 3.3933 -1.0454  -0.974
6 O -3.8007 -1.7445 0.0279  -1.000
7 O -2.8243 2.5898 -1.4987  -0.998
8 O 3.8026 -1.9054 -1.4804  -0.983
9 O -2.8677 -2.1353 2.5132  -0.967
10 O 4.8522 -0.6136 0.4837  -0.966
11 O -4.2907 0.7247 0.3829  -1.035
12 O 2.4949 -1.9568 0.9711  -0.974
13 N -1.1259 0.0964 1.1875  -0.708
14 C -0.3931 0.3981 -2.5624  -0.597
15 C -0.5240 0.7103 0.0004  -0.246
16 C -1.2798 2.1980 2.5743  -0.608
17 C 0.6740 0.6502 2.8140  -0.679
18 C -0.7030 0.8011 2.3928  0.016
19 C -1.1096 -0.0501 -1.2481  -0.250
20 C -1.0105 -1.5496 -1.0947  -0.604
21 H -1.3701 0.1703 3.2476  0.117
22 H -0.7984 1.8635 -0.2113  0.204
23 H -4.6153 -2.2787 -0.2689  0.487
24 H -4.3378 -0.2439 0.1581  0.530
25 H -0.2889 -1.8010 1.9315  0.505
26 H 2.6755 -2.4094 0.1725  0.463
27 H -2.2117 0.1736 1.0194  0.395
28 H 1.6056 3.6415 -1.5814  0.505
29 H 3.2795 -1.4380 1.0408  0.492
30 H 0.8296 -2.7922 2.5069  0.493
31 H 1.4372 0.6218 1.9656  0.230
32 H -2.2928 1.9522 2.2516  0.187
33 H 0.7936 -3.5429 -1.1789  0.493
34 H -2.4783 -1.3587 3.0354  0.522
35 H -1.5738 -2.0123 -1.9101  0.209
36 H -2.2462 0.3248 -1.1036  0.218
37 H -1.5232 -1.8829 -0.1796  0.237
38 H -0.7355 2.9876 1.9530  0.211
39 H 2.7383 0.4072 -2.0234  0.465
40 H 0.8729 -0.3552 3.3327  0.255
41 H -2.9588 1.9350 -2.2354  0.471
42 H 1.0565 1.2716 3.6399  0.225
43 H -1.2249 2.4456 3.5212  0.201
44 H 0.6908 0.1925 -2.5290  0.201
45 H -0.3663 4.9701 -2.0347  0.479
46 H -3.5270 -2.0684 0.9903  0.527
47 H -3.4351 2.1911 -0.7116  0.523
48 H 3.3526 1.7117 -2.0757  0.486
49 H -4.4055 1.1362 1.1605  0.482
50 H 1.8137 -2.7823 -2.0866  0.473
51 H -0.8875 -0.0513 -3.3811  0.208
52 H 4.7746 -1.2610 -0.2541  0.484
53 H 0.6484 0.6716 -0.0144  0.198
54 H 0.0996 -1.9705 -1.0749  0.157
55 H -1.0263 3.5066 -2.3418  0.520
56 H 2.7815 4.2125 -0.9276  0.458
57 H 4.2319 -1.4930 -2.2158  0.503
58 H 3.6713 -2.8601 -1.6832  0.508
59 H -0.6231 1.5444 -2.8543  0.191
60 H 4.7170 0.1709 -0.0764  0.472
61 H -2.4626 -2.9185 2.5208  0.495

Summary:
Energy relative to the best compared isomer or geometry (same formula, charge and spin) = 149.4 kcal per mole
Max |F| = 7.188 eV/A
Orbital gap = 9.0777 eV
LUMO energy = 0.0093 Eh